{
  "formula": "C4H12NP2",
  "method": "ωB97M-V with the def2-TZVPD basis set",
  "elements": ["C", "C", "C", "C", "N", "P", "P", "H", "H", "H", "H", "H", "H", "H", "H", "H", "H", "H", "H"],
  "xyz": [[2.658, -0.532, 0.037], [-0.078, 0.027, -2.245], [-1.328, 0.998, 1.786], [0.051, -0.051, -0.029], [-1.143, 0.954, 0.283], [1.625, 0.716, 0.403], [-0.678, -1.606, 0.643], [3.766, -0.417, 0.027], [2.303, -1.435, -0.392], [-0.597, -0.870, -2.468], [0.927, 0.199, -2.689], [-0.495, 1.035, -2.312], [-1.677, -0.088, 2.101], [-0.379, 1.141, 2.232], [-1.998, 1.810, 2.157], [-2.040, 0.507, 0.142], [-1.214, 1.851, -0.256], [-0.271, -2.274, -0.555], [0.567, -1.967, 1.137]],
  "mulliken_charge": [-0.526, -0.752, -0.809, -0.117, -0.332, 0.041, -0.074, 0.271, 0.319, 0.333, 0.322, 0.365, 0.306, 0.349, 0.344, 0.386, 0.397, 0.086, 0.093],
  "charge": 1,
  "lumo_ev": [-4.212, -4.213],
  "orbital_gap_ev": [8.689, 8.689],
  "multiplicity": 1
}

***

{
  "formula": "C4H12NS",
  "method": "ωB97M-V with the def2-TZVPD basis set",
  "elements": ["C", "C", "N", "H", "H", "H", "H", "H", "H", "C", "C", "S", "H", "H", "H", "H", "H", "H"],
  "xyz": [[-0.461, -0.159, -2.348], [1.325, 1.438, -2.096], [0.600, 0.531, -1.581], [-1.419, 0.094, -1.899], [-0.289, -1.224, -2.213], [-0.441, 0.153, -3.385], [1.099, 1.769, -3.100], [2.100, 1.859, -1.467], [0.717, 0.232, -0.594], [-0.927, -0.944, 2.802], [-0.357, -0.576, 1.448], [1.410, -0.080, 1.541], [-0.698, -0.178, 3.538], [-0.511, -1.882, 3.169], [-2.005, -1.101, 2.759], [-0.407, -1.390, 0.719], [-0.925, 0.235, 0.983], [1.190, 1.223, 1.725]],
  "mulliken_charge": [-0.744, -0.049, 0.233, 0.330, 0.319, 0.312, 0.251, 0.253, -0.039, -1.170, -0.345, -0.265, 0.320, 0.319, 0.357, 0.363, 0.364, 0.192],
  "charge": 1,
  "lumo_ev": -4.815,
  "orbital_gap_ev": 8.536,
  "multiplicity": 1
}

***

{
  "formula": "C4H12NS",
  "method": "ωB97M-V with the def2-TZVPD basis set",
  "elements": ["C", "C", "C", "C", "S", "N", "H", "H", "H", "H", "H", "H", "H", "H", "H", "H", "H", "H"],
  "xyz": [[2.829, 1.420, 0.637], [1.363, 1.569, 1.118], [0.964, 1.790, 2.388], [-0.521, -0.610, -0.990], [1.164, -0.517, -1.569], [-4.298, -2.081, -1.457], [2.825, 1.816, -0.360], [3.017, 0.372, 0.654], [3.601, 1.848, 1.273], [0.641, 1.161, 0.400], [-0.127, 1.719, 2.625], [1.661, 1.579, 3.186], [-0.431, -1.343, -0.154], [-0.977, -1.129, -1.858], [1.111, -1.563, -2.354], [-5.083, -1.457, -1.163], [-3.338, -1.680, -1.520], [-4.401, -2.893, -0.856]],
  "mulliken_charge": [-1.119, 0.570, -0.733, -0.344, 0.189, -0.645, 0.332, 0.351, 0.365, -0.173, 0.286, 0.281, 0.451, 0.250, 0.273, 0.244, 0.179, 0.242],
  "charge": 1,
  "lumo_ev": -9.294,
  "orbital_gap_ev": 3.416,
  "multiplicity": 1
}

***

{
  "formula": "C4H12NS",
  "method": "ωB97M-V with the def2-TZVPD basis set",
  "elements": ["C", "C", "C", "C", "S", "N", "H", "H", "H", "H", "H", "H", "H", "H", "H", "H", "H", "H"],
  "xyz": [[-1.814, -0.990, -0.025], [-0.399, -0.573, 0.280], [-0.041, 0.713, -0.512], [1.468, 0.934, -0.787], [2.156, -0.229, -1.955], [-0.272, -0.280, 1.778], [-2.470, -0.121, 0.119], [-2.190, -1.834, 0.552], [-1.984, -1.235, -1.075], [0.347, -1.344, 0.095], [-0.520, 0.617, -1.484], [-0.431, 1.587, 0.004], [2.088, 0.890, 0.119], [1.658, 1.969, -1.074], [3.107, 0.575, -2.462], [-0.642, 0.625, 2.035], [0.690, -0.314, 2.047], [-0.752, -0.988, 2.345]],
  "mulliken_charge": [-1.456, 0.173, -0.877, -0.624, 0.307, -0.287, 0.408, 0.422, 0.395, 0.350, 0.399, 0.467, 0.434, 0.477, 0.340, 0.366, 0.335, 0.371],
  "charge": 2,
  "lumo_ev": [-7.658, -12.756],
  "orbital_gap_ev": [13.065, 8.049],
  "multiplicity": 2
}

***

{
  "formula": "C4H12NS2",
  "method": "ωB97M-V with the def2-TZVPD basis set",
  "elements": ["N", "C", "C", "C", "S", "S", "C", "H", "H", "H", "H", "H", "H", "H", "H", "H", "H", "H", "H"],
  "xyz": [[0.767, 4.456, -2.063], [-2.134, 0.010, 0.565], [-3.061, -0.033, -0.566], [-1.629, -1.144, 1.168], [-0.201, -0.067, 0.019], [1.395, -1.381, 0.412], [3.234, -1.376, 0.580], [0.219, 3.674, -1.528], [0.580, 5.309, -1.461], [0.269, 4.515, -2.961], [-2.189, 0.921, 1.141], [-2.612, 0.351, -1.447], [-3.886, 0.687, -0.445], [-3.472, -1.029, -0.878], [-1.157, -1.112, 2.177], [-1.612, -2.068, 0.621], [3.480, -0.330, 0.606], [3.819, -1.925, -0.239], [3.639, -1.780, 1.487]],
  "mulliken_charge": [-0.661, 0.507, -1.124, -0.905, 0.051, 0.008, -0.719, 0.179, 0.249, 0.240, 0.434, 0.375, 0.338, 0.335, 0.397, 0.392, 0.276, 0.308, 0.321],
  "charge": 1,
  "lumo_ev": -6.695,
  "orbital_gap_ev": 5.825,
  "multiplicity": 1
}

***

{
  "formula": "C4H12O",
  "method": "ωB97M-V with the def2-TZVPD basis set",
  "elements": ["C", "C", "O", "H", "H", "H", "H", "H", "H", "C", "C", "H", "H", "H", "H", "H", "H"],
  "xyz": [[-0.736, 1.875, 0.223], [-1.501, 1.191, 1.350], [-0.902, 3.184, 0.089], [0.287, 1.673, 0.635], [-0.898, 1.312, -0.712], [-1.686, 1.803, 2.195], [-0.556, 3.455, 0.914], [-1.047, 0.129, 1.663], [-2.557, 0.981, 1.093], [0.909, -1.271, -0.731], [1.494, -2.599, -1.109], [-0.036, -1.025, -1.375], [0.652, -1.199, 0.234], [1.561, -0.482, -0.918], [2.505, -2.703, -0.703], [1.387, -2.784, -2.207], [1.126, -3.542, -0.642]],
  "mulliken_charge": [-0.117, -0.964, -0.505, 0.181, 0.228, 0.383, 0.347, 0.195, 0.259, -0.718, -0.990, 0.201, 0.300, 0.349, 0.300, 0.255, 0.298],
  "charge": 0,
  "lumo_ev": 0.909,
  "orbital_gap_ev": 10.952,
  "multiplicity": 1
}

***

{
  "formula": "C4H12O",
  "method": "ωB97M-V with the def2-TZVPD basis set",
  "elements": ["C", "C", "H", "H", "H", "H", "H", "H", "C", "O", "C", "H", "H", "H", "H", "H", "H"],
  "xyz": [[0.575, 0.430, 2.211], [1.274, -0.751, 2.807], [1.209, 1.306, 2.193], [-0.309, 0.877, 2.660], [0.222, -0.046, 1.252], [1.792, -0.627, 3.682], [0.473, -1.562, 2.787], [2.207, -1.214, 2.190], [-1.213, 0.272, -1.964], [-0.790, 0.758, -0.657], [0.031, -0.517, -2.539], [-2.093, -0.397, -1.754], [-1.322, 1.129, -2.553], [-0.806, -0.024, -0.004], [0.102, -1.539, -2.115], [-0.158, -0.488, -3.771], [1.008, -0.080, -2.401]],
  "mulliken_charge": [-0.481, -0.920, 0.297, 0.336, -0.105, 0.398, 0.222, 0.210, -0.257, -0.505, -0.869, 0.224, 0.308, 0.311, 0.276, 0.261, 0.293],
  "charge": 0,
  "lumo_ev": 0.859,
  "orbital_gap_ev": 10.825,
  "multiplicity": 1
}

***

{
  "formula": "C4H12O",
  "method": "ωB97M-V with the def2-TZVPD basis set",
  "elements": ["C", "C", "C", "C", "H", "H", "H", "H", "H", "H", "H", "H", "H", "H", "H", "H", "O"],
  "xyz": [[1.016, 0.570, -0.013], [-0.253, 0.150, -3.661], [0.435, 0.922, -2.509], [0.062, 0.303, -1.157], [1.320, -0.230, 0.707], [0.677, 1.381, 0.648], [2.045, 0.935, -0.457], [-0.948, 0.832, -4.063], [-0.987, -0.577, -3.226], [0.258, -0.412, -4.468], [0.270, 1.964, -2.650], [1.560, 0.811, -2.784], [-0.879, 0.843, -0.883], [0.046, -0.865, -1.238], [-0.553, -1.264, 5.450], [-0.557, -2.124, 6.844], [-1.227, -1.621, 6.270]],
  "mulliken_charge": [-1.010, -1.081, -0.444, -0.242, 0.294, 0.255, 0.237, 0.290, 0.313, 0.316, 0.385, 0.231, 0.184, 0.272, 0.340, 0.330, -0.670],
  "charge": 0,
  "lumo_ev": 0.671,
  "orbital_gap_ev": 11.686,
  "multiplicity": 1
}

***

{
  "formula": "C4H12O",
  "method": "ωB97M-V with the def2-TZVPD basis set",
  "elements": ["C", "C", "H", "H", "H", "H", "H", "H", "C", "C", "O", "H", "H", "H", "H", "H", "H"],
  "xyz": [[1.171, -2.246, -1.231], [-0.258, -2.643, -0.732], [1.246, -2.874, -2.142], [1.413, -1.148, -1.528], [1.951, -2.571, -0.518], [-1.043, -2.130, -1.299], [-0.432, -2.349, 0.445], [-0.283, -3.759, -0.863], [-0.078, 2.419, 1.301], [-1.210, 1.598, 0.851], [0.344, 3.370, 0.280], [-0.266, 3.105, 2.078], [0.854, 1.806, 1.371], [-2.083, 2.281, 0.456], [1.022, 3.130, -0.253], [-1.476, 1.096, 1.690], [-0.871, 0.916, 0.094]],
  "mulliken_charge": [-0.731, -0.754, 0.247, 0.237, 0.252, 0.252, 0.183, 0.317, -0.242, -0.726, -0.544, 0.264, 0.254, 0.256, 0.274, 0.329, 0.133],
  "charge": 0,
  "lumo_ev": 0.839,
  "orbital_gap_ev": 11.098,
  "multiplicity": 1
}

***

{
  "formula": "C4H12O2",
  "method": "ωB97M-V with the def2-TZVPD basis set",
  "elements": ["C", "C", "C", "H", "H", "H", "H", "H", "H", "H", "H", "C", "O", "O", "H", "H", "H", "H"],
  "xyz": [[1.186, 0.509, -0.132], [0.936, -0.985, -0.312], [2.550, 0.932, -0.668], [0.406, 1.075, -0.651], [1.113, 0.764, 0.930], [3.349, 0.400, -0.153], [0.983, -1.259, -1.366], [1.691, -1.564, 0.218], [-0.047, -1.266, 0.058], [2.711, 2.001, -0.534], [2.630, 0.709, -1.731], [-2.824, -0.022, -0.119], [-2.626, -1.017, 0.801], [-1.840, -0.239, 1.908], [-1.779, -0.817, 2.681], [-3.716, 0.576, 0.096], [-1.934, 0.662, 0.096], [-2.788, -0.456, -1.121]],
  "mulliken_charge": [0.004, -1.022, -1.331, 0.220, 0.246, 0.338, 0.310, 0.346, 0.240, 0.345, 0.344, -0.406, -0.214, -0.366, 0.299, 0.279, 0.134, 0.234],
  "charge": 0,
  "lumo_ev": 0.659,
  "orbital_gap_ev": 10.776,
  "multiplicity": 1
}

***

Ordered ΔE to the lowest compared entry with this formula, charge and spin results: 366.6; 99.4; 730.7; 0.0; 505.9; 168.7; 211.8; 164.2; 165.4; 338.3; unit kJ/mol.
Ordered DFT total energy results: -896.627766; -612.266858; -612.026403; -611.827307; -1010.302796; -234.768381; -234.751945; -234.770076; -234.769604; -309.944063; unit hartree.
Ordered largest force on an atom results: 4.5; 1.2; 6.4; 1.3; 3.7; 5.3; 4.4; 5.0; 4.8; 3.4; unit eV/Å.